Record 1
Density functional theory data (the ωB97M-V functional and the def2-TZVPD basis) for 10 unconnected molecules or ions with the total composition C37H97N3O12 at a distorted geometry.

Lowest unoccupied orbital energy in eV: 0.39
Spin multiplicity: 1

Cartesian coordinates (Å):
C  -0.7935  -2.7528  1.7425
O  -0.7815  -1.3115  1.9435
C  -0.5621  -0.5627  0.7826
C  -0.1875  0.8474  1.2700
C  -0.1812  1.8471  0.1404
N  1.1762  0.9377  1.8349
H  -1.1072  -3.1265  2.7172
H  0.2159  -3.0448  1.4530
H  -1.6251  -2.9315  1.0609
H  0.3174  -0.9003  0.2344
H  -1.3566  -0.5319  0.0370
H  -0.9648  1.1367  1.9772
H  -1.0925  1.8698  -0.4572
H  0.6130  1.5884  -0.5599
H  0.0765  2.8689  0.4189
H  1.2743  1.7754  2.3906
H  1.2346  0.1898  2.5111
C  0.5224  -6.3294  -7.8040
O  0.8211  -4.9287  -7.6771
C  0.0718  -4.1316  -8.6193
C  0.1302  -2.6546  -8.1148
N  -0.2149  -2.5366  -6.7000
C  0.1883  -1.2315  -6.0890
C  -0.0007  -1.3107  -4.5192
O  0.8660  -2.2260  -3.8220
C  0.7907  -1.9571  -2.4086
H  0.8692  -6.7604  -8.7431
H  -0.5478  -6.4940  -7.6789
H  1.0462  -6.9226  -7.0544
H  -0.9752  -4.3808  -8.7920
H  0.5493  -4.1779  -9.5980
H  -0.4435  -1.9841  -8.7547
H  1.1663  -2.3410  -8.2428
H  0.2402  -3.3114  -6.2388
H  -0.3981  -0.4485  -6.5698
H  1.2521  -1.0862  -6.2766
H  -1.0192  -1.6380  -4.3102
H  0.0615  -0.3167  -4.0762
H  1.3663  -2.7371  -1.9102
H  -0.2082  -1.9297  -1.9733
H  1.1466  -0.9429  -2.2274
C  3.7458  4.9682  -1.5363
O  2.5532  5.4516  -2.1193
C  1.4527  4.7917  -1.5087
C  0.2086  5.0077  -2.3912
N  -0.3284  6.3567  -2.4413
C  -1.2194  6.5679  -3.5605
C  -1.3676  8.1209  -3.6881
O  -0.0690  8.5903  -3.9587
C  0.0625  9.9400  -4.0839
H  4.5159  5.5357  -2.0589
H  3.9420  3.8975  -1.5931
H  3.8406  5.2399  -0.4849
H  1.3282  5.2515  -0.5283
H  1.6230  3.7311  -1.3239
H  -0.5864  4.3525  -2.0352
H  0.4004  4.5630  -3.3677
H  0.4280  7.0138  -2.5684
H  -2.1966  6.1155  -3.3914
H  -0.9923  6.1372  -4.5357
H  -1.7818  8.5891  -2.7951
H  -2.0094  8.4687  -4.4976
H  1.0844  10.2706  -4.2695
H  -0.1786  10.3839  -3.1180
H  -0.5113  10.3972  -4.8900
C  2.0163  -3.3884  5.0944
C  2.0228  -4.8811  5.3884
C  2.8749  -5.2604  6.6290
O  0.6920  -5.3442  5.6452
H  2.9724  -3.1090  4.6520
H  1.8360  -2.7030  5.9225
H  1.3562  -3.2069  4.2462
H  2.4966  -5.5726  4.6915
H  2.9477  -6.3413  6.7488
H  2.4268  -4.9516  7.5734
H  3.8441  -4.7638  6.6737
H  0.3603  -4.8824  6.4187
C  -3.4023  0.6794  -3.3805
C  -2.9394  1.7844  -4.2158
C  -2.9562  3.1695  -3.4328
O  -1.5758  1.5740  -4.5087
H  -2.7963  0.6897  -2.4746
H  -3.3584  -0.2567  -3.9373
H  -4.4293  0.8382  -3.0517
H  -3.5158  1.8926  -5.1346
H  -2.6184  4.0557  -3.9701
H  -2.5592  3.1620  -2.4177
H  -4.0044  3.4308  -3.2877
H  -1.3656  2.2349  -5.1725
C  -4.6744  0.9175  2.6664
C  -5.3565  1.6456  1.5300
C  -5.9780  0.6427  0.4829
O  -6.4241  2.4142  2.0703
H  -4.4183  1.5762  3.4963
H  -3.7591  0.4649  2.2850
H  -5.2923  0.1972  3.2026
H  -4.6574  2.3017  1.0115
H  -6.5434  1.2169  -0.2510
H  -6.5831  -0.1225  0.9691
H  -5.1583  0.1166  -0.0063
H  -6.8597  2.8950  1.3628
C  0.1426  -8.0734  3.2926
C  -0.4405  -6.9249  2.4623
C  -1.8980  -6.5303  2.7639
O  0.2942  -5.7214  2.6630
H  -0.5334  -8.8790  3.5791
H  0.6320  -7.7768  4.2204
H  0.8751  -8.5201  2.6204
H  -0.3902  -7.0934  1.3866
H  -2.4119  -6.0639  1.9234
H  -2.1135  -5.8415  3.5808
H  -2.4910  -7.4359  2.8915
H  0.2123  -5.4203  3.5708
C  2.8097  -2.0782  1.0086
C  3.6661  -1.0055  0.4214
C  4.5187  -1.7398  -0.6945
O  2.9066  -0.0476  -0.2945
H  3.3646  -2.9411  1.3767
H  2.1350  -2.4862  0.2559
H  2.1452  -1.5943  1.7245
H  4.3654  -0.5686  1.1344
H  3.8061  -2.1307  -1.4209
H  5.0943  -2.5879  -0.3239
H  5.2564  -1.1608  -1.2501
H  2.2949  0.3098  0.3534
C  -0.2755  -0.1236  6.8827
C  -1.6638  -0.6046  6.6274
C  -1.8953  -1.0933  5.2005
O  -1.8989  -1.6585  7.5803
H  -0.1485  0.2740  7.8896
H  0.0129  0.6792  6.2043
H  0.3869  -0.9892  6.8842
H  -2.3208  0.2345  6.8564
H  -1.5093  -2.1049  5.0747
H  -1.4748  -0.4522  4.4258
H  -2.9763  -1.1695  5.0836
H  -2.7691  -1.9954  7.3546
C  3.2994  4.9797  3.1763
C  3.0960  3.4757  2.7611
C  4.0249  2.4457  3.3559
O  1.8019  3.2217  3.1542
H  3.2939  5.1027  4.2594
H  2.7161  5.6923  2.5933
H  4.2875  5.3211  2.8677
H  3.2040  3.3613  1.6825
H  3.9165  2.4045  4.4398
H  5.0400  2.7869  3.1532
H  3.8279  1.4116  3.0731
H  1.6821  3.1322  4.1025



Record 2
Density functional theory data (the ωB97M-V functional and the def2-TZVPD basis) for a molecular structure, C16H33ClP2Sn at a distorted geometry.

Lowest unoccupied orbital energy (spin up / spin down) in eV: -10.07 / -10.07
Spin multiplicity: 1
Total charge: +2

Cartesian coordinates (Å):
P  0.3585  1.0573  1.6320
P  -1.5254  -1.5272  0.4893
C  -1.5245  1.0951  1.3193
C  -2.2889  -0.2076  1.6354
H  -1.5944  1.3048  0.2291
H  -1.9149  1.9760  1.8451
H  -2.1204  -0.5493  2.6761
H  -3.3680  -0.0862  1.4822
C  -2.7884  -1.1113  -0.8464
H  -2.6567  -1.8672  -1.6376
H  -2.6979  -0.1140  -1.3066
H  -3.8039  -1.2312  -0.4355
C  -2.1681  -3.2245  0.8013
H  -2.4478  -3.7201  -0.1636
H  -3.0501  -3.1628  1.4590
H  -1.3890  -3.8560  1.2549
C  0.4818  2.8732  1.1279
H  1.5269  3.1922  1.1958
H  -0.1181  3.4883  1.8194
H  0.1364  3.0489  0.0907
C  0.6511  1.4299  3.4160
H  0.1869  0.6821  4.0596
H  0.2742  2.4352  3.6662
H  1.7271  1.4238  3.6297
Sn  0.4250  -1.5190  2.1786
C  -0.3005  -0.3890  -2.6400
C  -1.0008  0.6881  -3.0717
C  -0.4513  1.8082  -3.8599
C  1.0269  2.2031  -3.6527
C  1.3538  2.5153  -2.2262
C  1.9146  1.6782  -1.3677
C  2.0406  0.1871  -1.4619
C  1.1775  -0.5818  -2.5190
C  2.4150  -1.3251  3.2277
H  -0.8918  -1.2660  -2.3306
H  -2.0953  0.7271  -2.9509
H  -1.0839  2.6947  -3.6596
H  -0.5790  1.5412  -4.9194
H  1.7045  1.4129  -3.9978
H  1.2304  3.1053  -4.2621
H  1.0194  3.5047  -1.9071
H  2.3362  2.0928  -0.4366
H  1.8735  -0.2807  -0.4617
H  3.0971  -0.0430  -1.7137
H  1.6629  -0.4697  -3.4997
H  1.2796  -1.6518  -2.2377
H  2.6766  -2.3802  3.4206
H  2.1211  -0.8360  4.1674
H  3.2212  -0.7563  2.7103
Cl  1.6287  -4.0256  0.5975
C  0.8456  -3.7513  2.1410
H  -0.0613  -4.3376  2.3004
H  1.5275  -3.8952  2.9927



Calculated energy above the lowest of the compared OMol25 structures with the same formula, charge and spin, 8.7, 22.6 kcal per mole (same order as the records).
Calculated calculated total energy, -2534.837018, -1985.828068 Ha (same order as the records).